1.
73
Properties=species:S:1:pos:R:3:mulliken_charge:R:1 method="wB97M-V/def2-TZVPD" s2=2.026 multiplicity=3 de_lowest_kj_mol=0.0 molar_mass_g_mol=470.33 orbital_gap_ev="7.7406 / 8.4181" e_tot_ev=-72027.837 charge=+1 lumo_ev="-4.00 / -3.33"
V 0.06501 -0.38331 1.92854 -0.7676
C -0.87654 -2.03647 2.90738 1.0454
C 0.44544 -2.39806 2.45577 0.3842
C 0.65522 -0.71668 4.04508 0.5242
C -0.73533 -1.00939 3.89642 0.5136
C 1.39044 -1.56071 3.15268 0.9619
C -2.16437 -2.61976 2.44643 -1.7159
H -2.07731 -3.03608 1.43850 0.2753
H -2.95488 -1.85922 2.43854 0.4150
H -2.49529 -3.42924 3.11361 0.3602
C -1.83045 -0.37775 4.68133 -1.3690
H -2.80725 -0.69085 4.30644 0.3459
H -1.77691 0.71849 4.63543 0.1977
H -1.77494 -0.66413 5.74073 0.3416
C 1.22639 0.26184 5.01157 -1.2640
H 1.22880 -0.14269 6.03360 0.3187
H 0.64596 1.19395 5.02951 0.2550
H 2.26084 0.50696 4.75628 0.3171
C 2.86989 -1.56364 2.99003 -1.6788
H 3.35557 -2.18158 3.76024 0.3720
H 3.27469 -0.54793 3.08523 0.3798
H 3.16334 -1.96124 2.01342 0.2775
C 0.77597 -3.46079 1.47195 -1.3991
H 0.98523 -4.41599 1.97583 0.3304
H 1.66673 -3.19915 0.88893 0.2839
H -0.05678 -3.63237 0.78131 0.2863
C -1.64700 1.07482 -4.13272 -0.0485
C -1.79826 -0.24399 -4.33443 -0.6898
C -0.98790 -1.08782 -5.27385 -0.6887
C 0.47559 -0.63084 -5.51681 -1.0944
C 1.23350 -0.18031 -4.30033 0.2709
C 1.31941 1.08934 -3.87050 -0.6420
C 0.61292 2.25652 -4.49332 -0.9259
C -0.82336 1.97949 -5.00381 -1.0327
H -1.48053 -1.16780 -6.25942 0.3346
H 0.48227 0.13088 -6.31249 0.3040
H -0.97066 -2.11405 -4.87562 0.3554
H -0.76909 1.60221 -6.03711 0.3533
H -2.27889 1.59425 -3.39868 0.4274
H -2.67261 -0.76389 -3.91196 0.6518
H -1.33557 2.95529 -5.06429 0.4203
H 0.56989 3.06596 -3.75069 0.3476
H 2.04933 1.36795 -3.09706 0.6534
H 1.19169 2.66363 -5.34163 0.3852
H 1.00370 -1.50553 -5.93421 0.4221
H 1.86347 -0.95997 -3.85069 0.3672
P -1.28603 -0.03117 -0.12339 1.4422
C -2.75370 1.00047 -0.17150 -1.2900
C -1.51048 -1.41915 -1.25496 -0.4723
P 1.61691 0.52410 0.15516 1.3013
C 0.10495 0.97406 -0.82382 0.0836
C 2.63413 -0.53375 -0.90445 -1.1783
C 2.51807 2.05044 0.48860 -1.3993
H -2.67613 1.77469 0.60339 0.3925
H -3.62653 0.37020 0.04037 0.4275
H -2.85625 1.46622 -1.15952 0.2563
H -1.51176 -1.04318 -2.28363 -0.5976
H -2.47716 -1.89391 -1.04407 0.5433
H -0.71190 -2.16337 -1.14678 0.2746
H 2.69579 2.59306 -0.44792 0.4053
H 3.47573 1.78894 0.95627 0.4297
H 1.94431 2.67839 1.18222 0.3411
H -0.11190 2.04618 -0.69860 0.5862
H 0.23946 0.75928 -1.89202 -1.0440
H 3.63939 -0.59116 -0.46613 0.4986
H 2.69814 -0.13223 -1.92367 0.3521
H 2.21152 -1.54616 -0.94730 0.2665
B -0.89740 3.63811 3.91928 0.3268
C -0.59019 2.46071 3.00638 -0.4513
N -0.35305 1.54735 2.29840 -0.4405
H -1.26092 3.18870 4.99876 -0.0577
H -1.78246 4.28440 3.38477 -0.0818
H 0.13011 4.28844 4.02899 -0.0772



2.
79
Properties=species:S:1:pos:R:3:mulliken_charge:R:1 method="wB97M-V/def2-TZVPD" s2=3.753 multiplicity=4 de_lowest_kj_mol=328.2 molar_mass_g_mol=703.31 orbital_gap_ev=5.9963 e_tot_ev=-97498.080 lumo_ev=-0.21
C 2.79708 -2.65851 -2.25379 -1.5856
C 2.23219 -1.81511 -3.35901 0.6428
H 2.26129 -3.62118 -2.20096 0.2975
H 2.71783 -2.13788 -1.29161 0.1323
H 3.85666 -2.91053 -2.44501 0.3929
C 2.07892 -2.32748 -4.58970 0.1718
C 2.32689 -3.75381 -4.94859 -1.5467
H 1.81784 -1.69566 -5.43858 0.5105
H 1.76630 -4.44317 -4.30294 0.2919
H 3.38955 -4.03179 -4.90594 0.3212
H 2.00200 -3.91929 -5.98231 0.3850
Nd 0.90409 0.16821 2.15632 1.3058
Cl 2.89983 -0.91271 3.38695 -0.5299
Cl 2.40474 1.52629 0.48234 -0.4965
C 0.11722 3.35066 1.89814 -0.0523
O -0.32269 2.21623 2.25925 -0.6170
N -0.64581 4.29005 1.35825 0.1920
C -2.07528 4.05698 1.12635 -0.7788
C -0.01605 5.40346 0.65469 -0.8632
H 1.19139 3.58918 1.98358 0.4960
H -2.53712 3.59521 2.00502 0.2285
H -2.25404 3.42168 0.24355 0.1860
H -2.52876 5.03598 0.94141 0.3901
H 0.87198 5.70653 1.22465 0.3447
H -0.73887 6.22217 0.58859 0.3024
H 0.29844 5.10628 -0.36129 0.3096
H -0.90899 -5.23558 4.12328 0.3454
H -0.30263 -3.91427 0.92302 0.3158
C -1.79478 -4.79365 3.64133 -0.9048
C -1.32948 -4.04581 1.28470 -0.8392
N -1.41784 -3.73813 2.70806 0.2207
H -2.44613 -4.39667 4.42828 0.3260
C -0.99607 -2.57324 3.16182 0.0551
O -0.37257 -1.72666 2.43729 -0.6541
H -1.98993 -3.39079 0.70579 0.2710
H -1.20008 -2.33589 4.20998 0.2130
H -2.31200 -5.58353 3.09596 0.3099
H -1.64435 -5.08089 1.14434 0.3508
O 1.05721 -0.34187 -1.81126 -0.0952
C 1.90179 -0.37138 -2.97168 -0.5261
C 0.34442 0.05565 -4.95552 0.2885
C 1.39724 0.47504 -4.14483 0.0117
H -0.09022 -0.94285 -4.80106 0.7815
C -0.12410 0.87119 -5.99834 -1.1085
H 2.84316 0.07618 -2.61349 0.4882
C 2.02552 1.69919 -4.41221 -0.4136
H -0.96171 0.52650 -6.61781 0.3584
C 0.49232 2.09983 -6.25427 -0.5006
C 1.58534 2.50115 -5.47139 -0.7177
H 2.87036 1.99229 -3.78301 0.3397
H 0.14443 2.72760 -7.07812 0.3789
H 2.09732 3.43925 -5.68393 0.3838
Si -0.72913 -0.42696 -1.79871 2.1373
Cl -0.77675 -2.49880 -1.73909 -0.5568
C -2.09340 -0.26108 -3.14725 -1.5249
C -0.63492 1.55735 -1.99347 -1.6189
C -1.40526 -0.10831 -0.03405 0.3123
H -2.02869 0.62350 -3.78153 0.3384
H -3.04612 -0.19831 -2.59940 0.3860
H -2.14628 -1.14134 -3.79129 0.3323
H -1.25842 -0.99937 0.60029 -0.4964
H -2.47956 0.10075 -0.07539 0.3345
H -0.95576 0.77618 0.44189 -0.6135
H -0.32100 1.82834 -3.01294 0.2919
H 0.13810 1.91722 -1.30641 0.0112
H -1.59649 2.03806 -1.78310 0.4068
C -0.91634 1.44764 6.76974 -0.5697
C -0.15733 0.15429 7.11341 -0.5291
C 0.38648 -0.38896 5.78891 -0.3030
O 0.07266 0.56271 4.72462 0.0501
C -0.68968 1.68405 5.27581 -0.4041
H -1.98395 1.33406 6.98029 0.2549
H -0.54379 2.29431 7.35082 0.2711
H -0.81825 -0.57625 7.58676 0.2671
H 0.66473 0.35299 7.80638 0.2733
H 1.47213 -0.53810 5.78339 0.3888
H -0.08604 -1.34678 5.52754 -0.0403
H -1.63436 1.75292 4.71893 0.2245
H -0.11644 2.60545 5.09756 0.2663



3.
79
Properties=species:S:1:pos:R:3:mulliken_charge:R:1 method="wB97M-V/def2-TZVPD" s2=12.971 multiplicity=7 de_lowest_kj_mol=208.1 molar_mass_g_mol=718.00 orbital_gap_ev="2.8984 / 4.2618" e_tot_ev=-104652.203 lumo_ev="-0.54 / 0.38"
C -0.06449 2.71583 -4.64171 -1.9893
C -0.68489 2.52496 -3.27496 1.3072
H -0.38462 3.65916 -5.09299 0.5291
H -0.38330 1.90463 -5.31418 0.2730
H 1.02910 2.73241 -4.61212 0.3746
C -2.03031 2.80769 -3.11086 -0.4037
C -2.87307 3.21993 -4.24555 -1.7326
H -2.48745 2.77616 -2.13250 0.6552
H -3.04175 2.44559 -5.01015 0.3066
H -2.46006 4.08456 -4.79594 0.4240
H -3.85704 3.49644 -3.85833 0.3780
Tb 0.41725 -1.65885 1.41219 -0.6913
Cl 2.55637 -0.01906 1.17656 -0.7108
Cl 0.83127 -4.02573 0.54850 -0.6137
H 3.12176 -4.83098 4.83364 0.3254
H 5.55694 -3.50348 3.98285 0.3353
C 2.95067 -4.75906 3.75742 -0.9628
C 5.00514 -3.51406 3.03309 -0.8976
N 3.56452 -3.52943 3.26059 0.2418
H 1.88921 -4.71647 3.54082 0.2697
C 2.83877 -2.44244 3.07341 0.2975
O 1.58481 -2.40122 3.23136 -0.4348
H 5.28589 -2.61831 2.46499 0.2790
H 3.37434 -1.54476 2.70729 0.3283
H 3.42170 -5.60847 3.26032 0.3208
H 5.32269 -4.40587 2.47937 0.3143
H -2.25823 -1.31438 -2.52222 0.1207
H -3.98115 0.79008 -1.89343 0.2293
C -2.91111 -1.83439 -1.81583 -0.8771
C -4.39840 0.05031 -1.18388 -0.8080
N -3.37008 -0.91410 -0.77075 0.2116
H -2.37975 -2.66103 -1.35245 0.3034
C -2.80340 -0.89723 0.44237 0.1833
O -1.87480 -1.67408 0.79918 -0.5918
H -4.80838 0.57545 -0.30862 0.2982
H -3.18955 -0.14739 1.14896 0.3347
H -3.77444 -2.19189 -2.37150 0.4078
H -5.20825 -0.48104 -1.70423 0.3588
O -0.02164 1.20157 -2.70350 -0.4129
C 0.26174 2.37926 -2.04708 -0.4717
C -1.41215 1.86195 -0.22990 0.3236
C -0.26986 2.54425 -0.67932 0.5788
H -1.75196 0.97999 -0.79893 0.6616
C -2.14180 2.40588 0.82612 -0.8241
H 1.28223 2.76169 -2.23855 0.3036
C 0.35149 3.46178 0.17922 -0.7101
H -3.13050 2.01390 1.04829 0.3340
C -1.61036 3.45506 1.58957 -0.7718
C -0.32305 3.91751 1.30923 -0.6897
H 1.33250 3.84991 -0.10014 0.3816
H -2.19823 3.90684 2.39537 0.3877
H 0.15057 4.66380 1.94696 0.3997
Si 1.70442 -0.99467 -2.71647 0.6199
Cl 0.21172 -0.75899 -0.91823 0.6619
C 1.40524 -2.82886 -3.01550 -0.9021
C 3.40254 -0.78090 -1.94123 -0.9911
C 1.44024 -0.15429 -4.31254 -0.6180
H 1.22043 -3.39140 -2.09502 0.1521
H 2.30007 -3.24536 -3.50057 0.3316
H 0.55268 -2.95796 -3.69733 0.2403
H 0.41797 -0.32667 -4.65813 0.1912
H 2.12170 -0.58581 -5.05570 0.5351
H 1.66063 0.91227 -4.25914 -0.0359
H 3.58127 0.26976 -1.65902 0.3183
H 4.14496 -1.07940 -2.70794 0.3909
H 3.58183 -1.39379 -1.03695 0.1953
C 0.05163 1.06700 4.93124 -0.6249
C -1.29458 0.35218 5.13456 -0.7209
C -1.49217 -0.53674 3.90995 -0.2596
O -0.47146 -0.16879 2.93255 0.3484
C 0.33891 0.97623 3.43300 0.6709
H 0.04936 2.10472 5.27737 0.3942
H 0.85846 0.53104 5.45635 0.2467
H -2.10463 1.08218 5.17597 0.3289
H -1.30641 -0.22761 6.05611 0.3055
H -1.36724 -1.60575 4.13102 0.3593
H -2.47260 -0.38905 3.43874 0.0506
H 0.02985 1.86753 2.87222 -0.5637
H 1.39031 0.77027 3.18665 0.1907